86
Properties=species:S:1:pos:R:3:forces:R:3 method="wB97M-V/def2-TZVPD" spin_multiplicity=1 de_lowest_kj_mol=74.2 max_force_ev_per_a=0.6 orbital_gap_ev=6.3 mol_weight_g_mol=857.1 homo_energy_ev=-4.16 charge=-1
Ba 0.215987 0.452080 0.276564 0.02 -0.15 0.62
C -0.156331 -3.210361 1.918848 0.06 0.00 -0.19
N -0.388534 -1.933105 2.591366 0.10 0.20 0.00
C -1.785125 -1.781983 2.986472 -0.10 -0.11 -0.16
C -2.688249 -1.337897 1.837656 0.07 -0.08 0.19
N -2.605806 0.093557 1.574515 0.23 0.01 -0.05
C -3.416985 0.458353 0.413359 -0.02 0.05 -0.07
C -2.905402 0.949624 2.691741 0.04 0.27 0.11
C -3.781486 0.564696 3.701059 -0.11 -0.11 -0.05
C -4.079769 1.399936 4.766597 -0.06 -0.02 0.02
C -3.497265 2.656729 4.828379 0.01 0.00 0.02
C -2.621961 3.054070 3.834356 -0.09 -0.09 -0.03
C -2.310820 2.227082 2.745761 -0.08 -0.01 0.15
S -1.265509 2.837540 1.493942 0.24 0.17 -0.16
C 0.531839 -1.809548 3.697167 0.21 0.06 0.09
C 0.180563 -2.287638 4.956360 -0.16 -0.07 0.06
C 1.043913 -2.221951 6.037830 -0.01 0.04 0.00
C 2.290929 -1.637616 5.864553 -0.03 -0.03 0.01
C 2.661672 -1.175128 4.616119 -0.09 -0.03 0.04
C 1.821264 -1.280133 3.494939 -0.02 -0.11 0.18
S 2.468623 -0.843702 1.940322 0.06 0.26 -0.56
H -0.284479 -4.057722 2.610168 -0.05 0.04 0.01
H 0.861252 -3.226833 1.527122 0.00 0.01 0.00
H -0.851774 -3.329771 1.087288 0.04 0.02 -0.01
H -1.833179 -1.038293 3.779606 0.00 -0.07 0.04
H -2.190591 -2.727074 3.382967 0.00 0.03 0.05
H -3.720648 -1.648482 2.066399 0.00 -0.02 -0.11
H -2.395137 -1.849371 0.915895 -0.08 -0.02 -0.01
H -4.471502 0.174564 0.550314 0.03 -0.03 0.01
H -3.035935 -0.038490 -0.484968 0.00 -0.05 0.03
H -3.356833 1.535968 0.266767 0.01 -0.01 -0.03
H -4.252447 -0.410639 3.663255 0.04 -0.01 -0.01
H -4.764007 1.064854 5.536079 0.00 0.01 0.01
H -3.727423 3.326422 5.648577 0.04 -0.01 0.02
H -2.148478 4.026516 3.871814 -0.02 0.01 0.01
H -0.795412 -2.736842 5.101453 0.01 0.01 -0.02
H 0.741703 -2.623748 6.996946 -0.01 0.05 0.01
H 2.976514 -1.557551 6.700184 0.01 0.03 -0.02
H 3.633283 -0.721650 4.469733 0.02 -0.04 -0.03
Br 6.910704 2.866989 -2.084276 -0.10 -0.04 0.02
C 5.396265 1.751098 -2.337633 0.15 0.03 -0.08
C 5.400840 0.799716 -3.343317 -0.14 0.01 0.09
C 4.269518 0.012883 -3.488631 0.11 0.03 -0.06
C 3.197220 0.220943 -2.635258 -0.05 0.00 0.04
N 3.202236 1.145415 -1.677217 -0.34 -0.06 0.21
C 4.286730 1.895412 -1.522725 0.01 0.05 0.01
H 6.261395 0.680281 -3.986644 0.01 -0.01 0.00
H 4.216273 -0.752997 -4.249642 -0.04 -0.03 0.03
H 2.300367 -0.382611 -2.717376 0.03 -0.04 -0.05
H 4.269400 2.631211 -0.727578 0.04 0.00 -0.01
C -0.696038 2.350087 -3.938457 0.07 -0.02 0.02
O -1.094470 3.532259 -3.255801 0.01 0.00 0.11
P -0.498301 3.784487 -1.757756 0.06 0.32 -0.51
O 0.944127 4.408347 -2.217928 -0.02 -0.04 0.04
C 1.802232 4.878027 -1.184672 -0.02 -0.02 0.04
O -1.240282 5.203225 -1.494494 0.07 -0.11 0.20
C -2.505998 5.277693 -0.833109 -0.13 -0.09 -0.01
H -1.475241 2.107581 -4.658461 0.00 -0.06 0.05
H -0.572135 1.511252 -3.245327 -0.04 -0.03 -0.04
H 0.245941 2.512127 -4.468205 -0.01 0.02 0.04
H 2.758793 5.121180 -1.643740 0.00 -0.03 0.01
H 1.954178 4.117914 -0.410543 0.00 0.01 -0.01
H 1.385083 5.772951 -0.718039 0.03 -0.01 0.00
H -2.672468 6.323615 -0.579808 0.04 -0.01 -0.05
H -2.511693 4.677801 0.076480 0.04 -0.03 0.02
H -3.304945 4.940563 -1.498748 0.05 0.03 -0.03
C -1.815768 -3.277614 -1.693362 0.14 0.05 0.00
Si -0.725316 -1.736668 -2.128236 -0.34 -0.11 -0.23
C -1.663099 -1.137727 -3.709734 0.10 -0.11 0.04
C 0.797517 -2.614007 -2.909034 -0.15 0.08 -0.06
C 1.263483 -2.311146 -4.193396 0.02 -0.06 0.05
C 2.389654 -2.925749 -4.727037 0.01 0.02 -0.07
C 3.094753 -3.859460 -3.981563 0.03 0.01 -0.04
C 2.661562 -4.167016 -2.697760 0.02 -0.06 0.00
C 1.531083 -3.554508 -2.178085 0.04 0.01 0.02
H -1.976584 -3.897667 -2.581373 0.01 0.02 -0.02
H -2.799344 -2.987723 -1.311218 0.01 0.04 0.03
H -1.342511 -3.910576 -0.938324 -0.03 -0.01 0.00
H -1.912695 -1.978717 -4.366295 0.02 -0.02 0.00
H -1.065495 -0.432351 -4.291559 -0.06 0.04 -0.03
H -2.597923 -0.632892 -3.450949 0.01 0.04 0.04
H 0.733007 -1.579384 -4.792618 0.00 -0.03 -0.05
H 2.709076 -2.678692 -5.734636 0.02 -0.01 0.01
H 3.969389 -4.345170 -4.397648 0.01 0.01 0.02
H 3.210523 -4.889478 -2.104852 -0.02 0.01 0.02
H 1.212541 -3.807371 -1.170949 0.03 0.00 0.01